(1)
A molecular structure, C6H18AgNaO8PS, computed with ωB97M-V with the def2-TZVPD basis set.

As for the spin multiplicity: 2. The total charge is +2. Its expectation value of S² is 0.755. As for the total energy: -51414.6419 eV. The HOMO-LUMO gap (alpha / beta) is 7.36 / 3.30 eV. The calculation puts the LUMO energy (alpha / beta) at -7.89 / -11.95 eV.

Geometry (Å):
Na -3.40 0.43 -4.23
Ag -2.63 -2.83 -4.02
O -2.24 -1.09 -2.90
H -1.83 -0.58 -2.21
O -4.54 -1.10 2.91
S -3.89 -0.37 1.88
O -3.83 1.06 1.78
O -2.26 -1.04 1.88
C -1.29 -0.44 1.07
C -0.20 0.20 2.01
C -4.36 -1.22 0.26
H -1.79 0.34 0.49
H -0.89 -1.13 0.31
H -0.67 0.71 2.84
H 0.37 0.97 1.48
H 0.38 -0.63 2.41
H -5.40 -1.54 0.22
H -3.72 -2.10 0.25
H -4.11 -0.58 -0.59
C 4.57 -1.53 0.54
O 3.21 -1.01 0.43
P 3.03 0.31 -0.44
O 3.92 0.49 -1.57
O 1.45 0.04 -0.83
C 0.71 0.82 -1.76
O 3.01 1.43 0.66
C 2.62 2.79 0.36
H 5.04 -1.80 -0.39
H 4.61 -2.29 1.31
H 5.11 -0.68 0.97
H 0.61 1.84 -1.40
H -0.25 0.31 -1.80
H 1.22 0.90 -2.72
H 2.76 2.91 -0.71
H 3.14 3.48 1.02
H 1.55 2.94 0.48

Let us look at the natural (NBO) charges, expressed in e, one per atom:
1 Na 0.99
2 Ag 0.97
3 O -1.43
4 H 0.47
5 O -0.79
6 S 2.24
7 O -0.81
8 O -0.27
9 C -0.11
10 C -0.55
11 C -0.81
12 H 0.21
13 H 0.28
14 H 0.25
15 H 0.28
16 H 0.27
17 H 0.30
18 H 0.26
19 H 0.25
20 C -0.26
21 O -0.82
22 P 2.56
23 O -1.06
24 O -0.84
25 C -0.24
26 O -0.82
27 C -0.25
28 H 0.21
29 H 0.21
30 H 0.19
31 H 0.18
32 H 0.14
33 H 0.22
34 H 0.20
35 H 0.23
36 H 0.16



(2)
8 unconnected molecules or ions with the total composition C48H120N8, computed with ωB97M-V with the def2-TZVPD basis set.

The total charge is 0. As for the total energy: -63635.6903 eV. The HOMO-LUMO gap is 8.18 eV. As for the SMILES: CCN(CC)CC.CCN(CC)CC.CCN(CC)CC.CCN(CC)CC.CCN(CC)CC.CCN(CC)CC.CCN(CC)CC.CCN(CC)CC. The calculation puts the LUMO energy at 0.41 eV.

Geometry (Å):
C 0.81 -8.69 23.06
C 0.45 -7.16 23.41
N -0.73 -6.74 22.64
C -1.35 -5.57 23.27
C -2.37 -5.98 24.36
C -0.41 -6.53 21.17
C -1.60 -6.41 20.16
H -0.07 -9.33 23.13
H 1.56 -9.03 23.76
H 1.27 -8.79 22.08
H 0.16 -7.09 24.46
H 1.36 -6.59 23.18
H -0.64 -4.86 23.70
H -1.85 -5.09 22.43
H -2.83 -6.86 23.91
H -2.07 -6.19 25.39
H -3.08 -5.16 24.47
H 0.22 -7.33 20.77
H 0.17 -5.61 21.08
H -2.19 -7.32 20.18
H -1.24 -6.39 19.13
H -2.22 -5.51 20.27
C -11.00 -0.78 18.60
C -9.89 -0.89 19.65
N -8.60 -0.29 19.31
C -7.55 -0.89 20.04
C -7.05 -2.20 19.42
C -8.62 1.18 19.31
C -8.68 1.77 20.72
H -11.25 0.22 18.23
H -11.86 -1.21 19.11
H -10.68 -1.49 17.83
H -10.22 -0.31 20.51
H -9.82 -1.95 19.87
H -6.67 -0.26 19.87
H -7.83 -1.02 21.08
H -7.75 -3.03 19.54
H -6.85 -2.09 18.36
H -6.07 -2.45 19.82
H -9.42 1.61 18.71
H -7.66 1.59 19.00
H -8.59 2.85 20.65
H -7.86 1.53 21.39
H -9.63 1.70 21.24
C -1.37 -9.81 27.85
C -2.59 -10.30 26.96
N -2.88 -11.72 27.27
C -4.27 -12.03 26.95
C -5.03 -11.58 28.23
C -1.97 -12.64 26.59
C -2.29 -12.86 25.13
H -1.16 -8.75 27.74
H -0.38 -10.23 27.67
H -1.59 -9.83 28.92
H -3.50 -9.71 27.05
H -2.26 -10.23 25.92
H -4.61 -11.52 26.05
H -4.47 -13.10 26.90
H -4.82 -10.54 28.49
H -6.11 -11.51 28.11
H -4.83 -12.07 29.18
H -1.96 -13.63 27.05
H -0.93 -12.34 26.63
H -3.13 -13.51 24.87
H -1.41 -13.33 24.68
H -2.29 -12.07 24.38
C -2.29 -5.07 31.45
C -1.45 -4.13 30.67
N -1.09 -2.88 31.43
C -0.32 -3.00 32.67
C -0.09 -1.90 33.62
C -0.83 -1.70 30.63
C 0.60 -1.74 29.97
H -3.12 -4.45 31.80
H -1.89 -5.60 32.31
H -2.67 -5.79 30.72
H -0.55 -4.65 30.34
H -2.17 -3.98 29.87
H 0.68 -3.32 32.39
H -0.72 -3.85 33.22
H 0.65 -1.21 33.21
H 0.35 -2.39 34.49
H -1.04 -1.41 33.78
H -1.59 -1.70 29.85
H -0.88 -0.84 31.30
H 1.43 -1.51 30.63
H 0.91 -2.67 29.49
H 0.61 -0.98 29.18
C 6.11 -10.11 27.26
C 6.04 -11.56 26.77
N 5.61 -12.52 27.76
C 6.43 -12.62 28.93
C 7.85 -13.13 28.62
C 5.40 -13.85 27.10
C 4.58 -14.82 27.88
H 6.62 -9.52 26.49
H 6.57 -10.00 28.24
H 5.07 -9.78 27.38
H 5.46 -11.62 25.85
H 7.02 -11.79 26.35
H 6.31 -11.63 29.37
H 6.06 -13.33 29.67
H 8.43 -13.30 29.53
H 7.92 -14.02 27.99
H 8.41 -12.44 27.99
H 6.31 -14.32 26.71
H 4.86 -13.70 26.16
H 3.72 -14.32 28.33
H 5.18 -15.27 28.67
H 4.09 -15.56 27.24
C -5.48 -10.42 12.26
C -4.65 -11.03 13.41
N -3.42 -10.36 13.89
C -2.74 -11.09 14.97
C -3.57 -11.32 16.24
C -2.54 -10.24 12.72
C -1.30 -9.35 13.02
H -6.52 -10.72 12.22
H -5.02 -10.66 11.30
H -5.49 -9.35 12.47
H -5.33 -11.14 14.26
H -4.46 -12.07 13.14
H -2.37 -12.05 14.60
H -1.89 -10.50 15.30
H -4.30 -12.09 15.98
H -2.92 -11.63 17.06
H -3.97 -10.39 16.63
H -3.03 -9.69 11.92
H -2.29 -11.24 12.37
H -1.57 -8.42 13.51
H -0.84 -9.03 12.08
H -0.63 -10.01 13.57
C -6.93 -0.89 31.93
C -6.63 0.46 31.15
N -7.05 0.33 29.70
C -6.93 1.69 29.02
C -5.50 2.23 29.02
C -6.25 -0.70 28.96
C -6.43 -0.73 27.42
H -6.29 -1.69 31.57
H -7.99 -1.15 31.86
H -6.74 -0.80 33.00
H -7.14 1.31 31.59
H -5.57 0.73 31.16
H -7.16 1.67 27.96
H -7.70 2.33 29.44
H -4.79 1.44 28.78
H -5.38 3.02 28.29
H -5.10 2.79 29.87
H -6.48 -1.69 29.36
H -5.21 -0.53 29.21
H -5.94 0.16 27.00
H -7.49 -0.75 27.18
H -5.92 -1.60 27.01
C 8.87 -11.35 20.92
C 8.72 -12.36 19.84
N 7.60 -11.96 18.96
C 6.24 -12.35 19.32
C 5.18 -11.43 18.72
C 7.95 -12.15 17.46
C 8.26 -13.61 17.10
H 9.49 -11.57 21.78
H 7.90 -11.14 21.38
H 9.34 -10.43 20.56
H 9.66 -12.28 19.30
H 8.62 -13.30 20.38
H 6.07 -12.23 20.39
H 6.11 -13.41 19.08
H 4.94 -11.55 17.66
H 5.34 -10.38 18.95
H 4.25 -11.64 19.24
H 7.19 -11.86 16.73
H 8.88 -11.64 17.20
H 8.18 -13.74 16.02
H 9.19 -14.00 17.50
H 7.39 -14.15 17.47

Mulliken atomic charge list, values in e, 99 entries:
1 C -1.26
2 C -0.56
3 N 0.21
4 C -0.54
5 C -1.20
6 C -0.54
7 C -1.30
8 H 0.31
9 H 0.41
10 H 0.35
11 H 0.44
12 H 0.25
13 H 0.28
14 H 0.42
15 H 0.32
16 H 0.31
17 H 0.36
18 H 0.32
19 H 0.35
20 H 0.30
21 H 0.40
22 H 0.36
23 C -1.30
24 C -0.51
25 N 0.20
26 C -0.47
27 C -1.35
28 C -0.57
29 C -1.14
30 H 0.34
31 H 0.36
32 H 0.30
33 H 0.30
34 H 0.42
35 H 0.40
36 H 0.31
37 H 0.32
38 H 0.34
39 H 0.40
40 H 0.31
41 H 0.33
42 H 0.44
43 H 0.27
44 H 0.32
45 C -1.37
46 C -0.40
47 N 0.13
48 C -0.46
49 C -1.28
50 C -0.51
51 C -1.21
52 H 0.37
53 H 0.30
54 H 0.33
55 H 0.49
56 H 0.19
57 H 0.30
58 H 0.40
59 H 0.31
60 H 0.41
61 H 0.33
62 H 0.36
63 H 0.26
64 H 0.32
65 H 0.44
66 H 0.31
67 C -1.37
68 C -0.35
69 N 0.22
70 C -0.33
71 C -1.38
72 C -0.56
73 C -1.11
74 H 0.31
75 H 0.36
76 H 0.39
77 H 0.29
78 H 0.28
79 H 0.38
80 H 0.28
81 H 0.25
82 H 0.40
83 H 0.34
84 H 0.27
85 H 0.36
86 H 0.28
87 H 0.29
88 H 0.40
89 C -1.22
90 C -0.49
91 N 0.04
92 C -0.67
93 C -1.02
94 C -0.39
95 C -1.40
96 H 0.37
97 H 0.30
98 H 0.30
99 H 0.42



(3)
2 unconnected molecules or ions with the total composition C4H12, computed with ωB97M-V with the def2-TZVPD basis set.

The total charge is 0. As for the total energy: -4342.2910 eV. The HOMO-LUMO gap is 12.74 eV. As for the SMILES: CC.CC. The calculation puts the LUMO energy at 1.11 eV.

Geometry (Å):
C 1.02 -2.39 1.63
C 1.43 -0.97 1.21
H 0.68 -2.98 0.79
H 1.88 -2.92 2.05
H 0.26 -2.34 2.42
H 0.52 -0.40 1.07
H 1.88 -0.98 0.22
H 2.15 -0.56 1.91
C -1.32 2.04 -0.73
C -1.10 1.29 -2.05
H -0.38 2.26 -0.24
H -1.79 3.00 -0.95
H -2.10 1.61 -0.10
H -1.97 1.37 -2.69
H -0.91 0.22 -1.98
H -0.25 1.76 -2.55

Let us look at the natural (NBO) charges, expressed in e, one per atom:
1 C -0.60
2 C -0.61
3 H 0.20
4 H 0.20
5 H 0.20
6 H 0.20
7 H 0.20
8 H 0.21
9 C -0.61
10 C -0.61
11 H 0.21
12 H 0.20
13 H 0.21
14 H 0.20
15 H 0.20
16 H 0.20



(4)
C2H4N2O in the gas phase, computed with ωB97M-V with the def2-TZVPD basis set.

The total charge is 0. As for the total energy: -7163.1233 eV. The HOMO-LUMO gap is 8.30 eV. As for the SMILES: [H]/N=C(\N)C=O. The calculation puts the LUMO energy at -1.23 eV.

Geometry (Å):
H -2.50 -0.23 0.55
N -1.61 -0.77 0.19
C -0.49 -0.14 -0.14
N -0.47 1.19 -0.24
C 0.89 -0.75 -0.31
O 1.82 0.11 0.33
H -1.19 1.93 0.35
H 0.44 1.62 -0.06
H 0.88 -1.86 -0.44

Let us look at the natural (NBO) charges, expressed in e, one per atom:
1 H 0.37
2 N -0.70
3 C 0.31
4 N -0.81
5 C 0.34
6 O -0.52
7 H 0.39
8 H 0.41
9 H 0.21



Energy relative to the best compared isomer or geometry (same formula, charge and spin) for every record listed, in sequence, given in kcal per mole: 30.1; 117.3; 5.5; 77.4.